208
Properties=species:S:1:pos:R:3:mulliken_charge:R:1 method="wB97M-V/def2-TZVPD" charge=+2 mol_weight_g_mol=1452.77 energy_ha=-6624.38500 max_force_ha_per_bohr=0.0898 orbital_gap_ev=7.70
C -5.6219 5.8407 -0.3903 -0.98
C -4.9799 6.3136 0.9641 -1.04
C -4.5164 5.2722 1.9287 0.63
C -5.6739 4.5247 2.6550 -0.91
N -5.3185 3.0642 3.2064 0.68
C -4.5107 3.0234 4.5220 -0.74
C -3.0722 3.0243 4.0794 -0.60
C -3.1388 2.0487 2.9108 1.44
C -4.5451 2.1841 2.2757 -1.27
C -6.7269 2.4819 3.6184 -1.14
H -5.6278 6.6650 -1.1035 0.39
H -6.6334 5.5537 -0.1029 0.37
H -5.0830 5.0052 -0.8370 0.09
H -5.7333 6.9253 1.4604 0.43
H -4.1202 6.9215 0.6824 0.41
H -4.0223 5.7296 2.7859 0.40
H -3.8172 4.6121 1.4154 -0.45
H -6.4735 4.4314 1.9200 0.47
H -6.2066 5.0119 3.4717 0.42
H -4.7903 2.1801 5.1534 0.33
H -4.6619 3.9435 5.0866 0.41
H -2.4156 2.6333 4.8567 0.50
H -2.9433 4.0618 3.7711 0.18
H -3.0524 1.0208 3.2630 0.35
H -2.3909 2.4170 2.2086 -0.90
H -4.9610 1.1766 2.2782 0.13
H -4.5958 2.4425 1.2179 0.28
H -7.4025 2.4305 2.7645 0.35
H -7.1588 3.1096 4.3978 0.41
H -6.6494 1.5115 4.1087 0.45
C 4.7556 -5.1407 -3.7730 -1.58
C 4.2682 -3.8111 -3.3878 0.02
C 5.0081 -3.1481 -2.2926 0.15
C 4.6404 -3.7037 -0.8940 -0.40
N 5.7268 -3.6299 0.2431 0.58
C 5.0489 -3.7257 1.6672 -0.33
C 6.0448 -3.0264 2.5991 -0.65
C 6.6988 -1.9412 1.7621 0.16
C 6.3150 -2.2568 0.3506 0.57
C 6.7849 -4.6672 -0.0009 -0.93
H 5.7183 -5.1806 -4.2826 0.36
H 4.0551 -5.5547 -4.4983 0.47
H 4.7145 -5.8194 -2.9211 0.32
H 3.1944 -3.8626 -3.2074 -0.24
H 4.4502 -3.1355 -4.2236 0.49
H 4.7546 -2.0926 -2.1942 -0.40
H 6.0725 -3.0855 -2.5186 0.66
H 4.2917 -4.7349 -0.8371 0.53
H 3.8935 -3.1005 -0.3778 -0.24
H 4.8935 -4.7649 1.9569 0.54
H 4.0920 -3.2103 1.7498 -0.15
H 6.7886 -3.7849 2.8430 0.34
H 5.6159 -2.6869 3.5419 0.47
H 7.7681 -1.9815 1.9694 0.54
H 6.3960 -0.9649 2.1404 -0.77
H 7.1455 -2.2778 -0.3550 0.66
H 5.6619 -1.4736 -0.0343 -0.99
H 7.6805 -4.3304 0.5212 0.42
H 7.0762 -4.6864 -1.0511 0.31
H 6.4620 -5.6494 0.3442 0.31
C 6.5641 4.5109 2.8947 -0.84
N 5.2381 3.6959 3.2955 0.42
C 4.6889 4.2661 4.6764 -0.95
C 4.2247 4.1266 2.2066 -0.96
C 5.5506 2.1953 3.2891 0.55
C 6.0942 1.6408 4.5971 -0.73
O 7.2859 2.3409 4.9838 -0.57
H 6.3575 5.5781 2.8134 0.38
H 6.9804 4.1036 1.9733 0.32
H 7.2833 4.4003 3.7062 0.36
H 5.3718 4.0711 5.5033 0.40
H 3.6771 3.9103 4.8710 0.29
H 4.7351 5.3545 4.6414 0.47
H 4.6252 3.9799 1.2035 0.43
H 4.0811 5.1594 2.5241 0.60
H 3.3194 3.5659 2.4392 0.04
H 6.2230 2.1855 2.4312 0.18
H 4.6879 1.6045 2.9810 -0.54
H 6.3187 0.5761 4.5333 0.49
H 5.3277 1.7988 5.3558 0.20
H 7.6714 1.9295 5.7608 0.35
C 1.5095 2.4657 -2.7381 -0.26
N 1.9755 2.1001 -4.1426 0.49
C 1.3289 3.1860 -5.0398 -0.86
C 3.5119 2.2520 -4.3259 -0.88
C 1.4447 0.6840 -4.5757 -0.95
C 2.1472 -0.5150 -3.8554 -0.37
O 1.7716 -0.5611 -2.5331 1.32
H 1.9221 3.4614 -2.5753 0.74
H 1.9729 1.7124 -2.1010 -0.28
H 0.4250 2.4333 -2.6332 -0.07
H 1.5755 4.1923 -4.7010 0.38
H 0.2551 2.9989 -5.0539 0.32
H 1.5734 2.9614 -6.0780 0.39
H 3.7338 3.2386 -3.9192 0.45
H 3.7320 2.0516 -5.3745 0.28
H 3.9888 1.5306 -3.6624 0.28
H 1.7260 0.5538 -5.6207 0.43
H 0.3740 0.7582 -4.3854 0.35
H 3.2137 -0.4996 -4.0796 0.45
H 1.9091 -1.4901 -4.2804 0.42
H 0.8752 -0.2226 -2.4744 -0.11
C 0.6026 1.2435 2.5541 0.30
N 0.8496 -0.1143 1.9232 1.07
C 1.3163 -1.0591 2.9621 -1.05
C -0.5025 -0.8023 1.5672 -1.26
C 1.7141 0.0000 0.6312 0.94
C 3.0075 0.7204 0.6300 0.42
O 4.0405 0.1307 1.2546 0.25
H 0.2475 1.9113 1.7691 -0.58
H 1.6203 1.5492 2.7965 -0.07
H -0.0707 1.3669 3.4024 0.32
H 2.2807 -0.7237 3.3434 0.15
H 1.4001 -2.0459 2.5067 0.40
H 0.6654 -0.9658 3.8315 0.48
H -0.9507 -0.2654 0.7312 -0.01
H -1.2427 -1.0103 2.3400 0.51
H -0.1436 -1.7191 1.0995 0.43
H 1.0840 0.5317 -0.0818 -0.93
H 1.8325 -1.0320 0.3010 0.31
H 2.9592 1.7555 0.9678 -0.53
H 3.4525 0.6944 -0.3648 0.17
H 4.8398 0.4329 0.8171 -0.25
C 0.4345 -4.1693 -1.7672 -1.43
C -0.7121 -3.2419 -1.8552 0.93
C -2.0662 -3.8384 -1.5826 -1.34
C -3.0824 -2.8243 -0.9148 0.33
P -4.8015 -2.9916 -1.4933 0.54
C -5.4511 -4.7043 -1.2119 -1.12
C -6.7330 -5.1132 -1.9722 -0.23
C -6.9472 -6.6272 -1.9841 -0.78
C -6.0038 -7.4343 -2.8485 -1.03
C -5.8560 -1.7292 -0.6529 0.15
C -7.1292 -1.5665 -1.3722 -0.59
C -8.2195 -0.8583 -0.5232 -0.86
C -7.7793 0.6058 -0.1782 -1.08
C -5.0764 -2.6290 -3.3703 -0.95
C -4.2473 -3.6075 -4.1787 0.07
C -4.4761 -3.5808 -5.7187 -1.08
C -5.7427 -4.2968 -6.1214 -1.04
H 0.4047 -4.6974 -0.8142 0.45
H 1.4048 -3.6782 -1.8412 -0.05
H 0.5283 -4.9805 -2.4892 0.44
H -0.7903 -2.7063 -2.8013 0.09
H -0.3907 -2.4390 -1.1917 -0.60
H -1.8740 -4.6014 -0.8283 0.60
H -2.2195 -4.6094 -2.3377 0.75
H -2.7720 -1.7881 -1.0486 -0.84
H -3.2315 -2.9922 0.1518 0.68
H -5.7002 -4.8554 -0.1616 0.68
H -4.5498 -5.2865 -1.4035 0.56
H -6.6004 -4.8778 -3.0282 0.08
H -7.5827 -4.5226 -1.6297 0.30
H -7.9553 -6.5804 -2.3960 0.41
H -7.0162 -7.0429 -0.9788 0.40
H -5.0258 -6.9579 -2.9177 0.17
H -6.2862 -7.4163 -3.9011 0.29
H -5.8967 -8.4727 -2.5351 0.35
H -5.4406 -0.7619 -0.3704 -0.20
H -6.0861 -2.2875 0.2546 0.54
H -7.5291 -2.5600 -1.5751 -0.09
H -7.0523 -1.1121 -2.3600 0.42
H -8.4975 -1.4553 0.3453 0.45
H -8.9908 -0.8794 -1.2931 0.40
H -8.6997 1.1851 -0.1052 0.51
H -7.1326 1.0626 -0.9273 0.35
H -7.3198 0.6039 0.8102 0.05
H -4.6722 -1.6449 -3.6073 0.80
H -6.1327 -2.8045 -3.5743 0.80
H -4.2789 -4.6213 -3.7796 0.22
H -3.1932 -3.3300 -4.1782 -0.31
H -3.5522 -4.0350 -6.0769 0.47
H -4.4386 -2.6177 -6.2277 0.39
H -6.6399 -3.8433 -5.7001 0.24
H -5.6800 -5.3297 -5.7787 0.21
H -5.9182 -4.4369 -7.1880 0.42
C -2.5885 1.6687 -0.8899 0.38
F -1.5341 2.1344 -0.2504 -0.03
F -3.0718 0.6399 -0.1181 -0.06
F -3.4701 2.6257 -1.1689 -0.19
S -1.9681 0.8005 -2.5391 1.19
O -1.7387 1.8815 -3.5274 -0.63
O -0.7029 0.1490 -2.1505 -2.67
O -3.0454 -0.0749 -2.9446 -0.56
C 7.6449 0.5484 -2.1404 0.42
F 8.8828 0.2902 -1.5740 -0.23
F 7.8479 1.0995 -3.3749 -0.22
F 6.9862 -0.6361 -2.4151 -0.15
S 6.5755 1.7269 -1.0137 1.16
O 7.4919 2.8754 -0.7469 -0.66
O 5.3728 2.0600 -1.8286 -0.65
O 6.1679 1.0344 0.2056 -0.77
C 2.3534 1.4514 7.8949 0.43
F 2.0787 2.7464 8.3061 -0.23
F 3.6869 1.3866 7.8180 -0.19
F 1.8620 0.5495 8.7945 -0.19
S 1.5521 1.0961 6.1671 1.26
O 1.4352 -0.3772 6.0601 -0.76
O 0.2205 1.6794 6.0736 -0.68
O 2.4405 1.7004 5.1624 -0.63
C -0.7280 5.4415 0.0737 0.47
F -1.5225 4.4939 0.5439 -0.34
F -0.5220 5.2324 -1.2370 -0.22
F -1.3562 6.6341 0.2721 -0.24
S 0.9650 5.4809 1.0846 1.13
O 1.7802 6.4923 0.3609 -0.71
O 0.6328 6.0380 2.3954 -0.72
O 1.5206 4.0934 1.0142 -0.38

=====

190
Properties=species:S:1:pos:R:3:mulliken_charge:R:1 method="wB97M-V/def2-TZVPD" charge=0 de_lowest_kcal_mol=5.6 mol_weight_g_mol=987.59 energy_ha=-3098.02620 max_force_ha_per_bohr=0.0557 orbital_gap_ev=8.91
C 4.8305 1.8537 -3.4513 -1.81
C 5.0116 0.4849 -2.7213 2.32
C 3.5783 -0.1495 -2.6628 -1.81
C 5.9680 -0.4480 -3.4766 -1.39
C 6.4424 -1.6247 -2.6724 -0.31
C 7.1056 -1.1559 -1.3868 -1.51
C 6.1448 -0.3331 -0.5618 2.33
C 5.0825 -1.2740 0.0431 -1.54
C 6.8851 0.2972 0.6338 -2.03
N 5.6790 0.7822 -1.3954 -0.05
O 4.7477 1.4949 -0.6566 -0.26
H 3.9926 2.3794 -2.9858 0.03
H 5.7611 2.4555 -3.4592 0.52
H 4.5425 1.5425 -4.4499 0.43
H 3.1740 -0.1256 -3.6503 0.81
H 3.4929 -1.1703 -2.3169 0.13
H 2.8188 0.3888 -2.0840 -0.20
H 5.4702 -0.7831 -4.3853 0.33
H 6.8155 0.1884 -3.7627 0.40
H 5.6262 -2.2889 -2.3337 0.28
H 7.1876 -2.1894 -3.2489 0.37
H 7.9401 -0.4915 -1.5941 0.34
H 7.4975 -1.9473 -0.7044 0.39
H 5.5774 -1.9450 0.7760 0.76
H 4.5394 -1.8767 -0.6813 0.11
H 4.2843 -0.7960 0.5759 -0.03
H 6.1722 0.8331 1.2613 0.25
H 7.5888 1.0509 0.2627 0.47
H 7.3562 -0.4412 1.2490 0.42
H 3.9499 0.9355 -0.6939 -0.06
C 1.8931 -1.5659 -6.6558 -2.04
C 0.4460 -1.6775 -6.2181 1.52
C -0.4805 -0.5841 -6.8806 -1.68
C -0.0514 -3.0969 -6.5814 -1.24
C -1.3503 -3.4123 -5.8885 -0.63
C -1.1707 -3.2156 -4.3860 -1.54
C -0.6819 -1.8283 -3.9221 2.20
C -1.9238 -0.8959 -3.8542 -1.71
C -0.0954 -1.9729 -2.5100 -1.95
N 0.4813 -1.5264 -4.7369 0.11
O 0.9069 -0.1598 -4.4946 0.51
H 2.4960 -2.3202 -6.1612 0.42
H 1.9606 -1.7078 -7.7663 0.44
H 2.3279 -0.6025 -6.4585 0.31
H 0.0919 0.3312 -6.8162 0.42
H -0.6325 -0.8613 -7.9028 0.46
H -1.4145 -0.4916 -6.3488 0.30
H -0.2761 -3.1474 -7.6395 0.39
H 0.7394 -3.8350 -6.3801 0.33
H -2.0869 -2.7110 -6.3071 0.29
H -1.6683 -4.4497 -6.0756 0.45
H -0.2822 -3.8117 -4.1470 0.45
H -1.9812 -3.5441 -3.7427 0.50
H -2.4329 -0.7644 -4.8235 0.41
H -1.7621 0.0897 -3.3881 -0.05
H -2.7038 -1.4094 -3.2727 0.54
H 0.6923 -2.7276 -2.6145 0.58
H -0.8731 -2.2592 -1.7555 0.36
H 0.3671 -1.0153 -2.1684 -0.18
H 0.2720 0.5026 -4.8168 -0.04
C -4.7068 0.4377 3.4183 -1.31
C -5.3238 -0.2018 2.1954 1.82
C -4.3777 -0.0521 0.9644 -1.37
C -5.5200 -1.7019 2.3986 -1.22
C -6.6080 -1.9413 3.3784 -0.61
C -7.9136 -1.3369 2.8002 -1.31
C -7.8475 0.1553 2.6299 1.63
C -8.9443 0.7181 1.7268 -2.19
C -7.9321 0.8550 3.9807 -1.47
N -6.6179 0.3131 1.8466 0.09
O -6.3710 1.7230 1.4575 -0.33
H -3.6532 0.1998 3.6060 0.25
H -4.7428 1.5232 3.2021 0.22
H -5.1986 0.2398 4.3751 0.25
H -3.4814 -0.6029 1.2223 0.27
H -4.8908 -0.4781 0.0959 0.57
H -4.1551 1.0064 0.8832 -0.33
H -5.7237 -2.1383 1.4011 0.41
H -4.5968 -2.2241 2.7034 0.26
H -6.7232 -3.0046 3.5561 0.39
H -6.4456 -1.5266 4.3662 0.35
H -8.7524 -1.5649 3.4354 0.49
H -8.1358 -1.8192 1.8196 0.34
H -9.8534 0.4324 2.2557 0.52
H -8.8817 0.2891 0.7367 0.39
H -8.8170 1.7947 1.7705 0.46
H -7.8232 1.9342 3.8215 0.32
H -7.1590 0.5183 4.6963 0.31
H -8.9315 0.6459 4.4537 0.41
H -6.9043 1.7944 0.6913 0.30
C 3.4826 -6.2844 2.5500 -1.93
C 2.0794 -5.8298 2.0866 1.78
C 1.8531 -6.0271 0.5693 -1.56
C 0.9916 -6.5993 2.8474 -1.42
C -0.3626 -5.9190 2.9000 -0.29
C -0.1438 -4.5909 3.5599 -1.68
C 0.7131 -3.6956 2.6320 2.28
C 0.0175 -3.3910 1.2580 -1.18
C 0.9854 -2.3892 3.3617 -2.02
N 2.0402 -4.4292 2.5179 -0.38
O 2.6534 -3.6843 1.4036 -0.01
H 3.6387 -6.0951 3.6004 0.43
H 3.5571 -7.3439 2.2686 0.39
H 4.2208 -5.7836 1.9592 0.38
H 2.1908 -7.0236 0.3307 0.54
H 0.8327 -5.8999 0.2377 0.35
H 2.5200 -5.3135 0.0731 0.17
H 0.8693 -7.6090 2.4651 0.40
H 1.3558 -6.6963 3.8752 0.42
H -0.7573 -5.7682 1.8705 0.29
H -1.1470 -6.5419 3.3720 0.34
H 0.4862 -4.7168 4.4402 0.54
H -1.0390 -4.0485 3.8077 0.43
H -1.0066 -3.0054 1.4371 0.29
H -0.1509 -4.2608 0.6287 0.37
H 0.6519 -2.6815 0.7426 -0.04
H 1.8754 -1.8977 2.9411 0.02
H 1.2005 -2.6809 4.3964 0.52
H 0.1106 -1.7387 3.3240 0.27
H 3.4567 -3.2454 1.8020 0.18
C 4.9613 0.0077 3.8380 -0.50
O 5.0377 1.3739 3.5975 -0.45
C 3.9359 1.8864 2.8313 1.61
C 4.1366 3.3950 2.8062 -0.43
C 3.9943 4.0085 4.2509 -1.26
N 3.1427 3.9333 1.8714 -0.27
H 4.9942 -0.5975 2.9288 0.00
H 4.0995 -0.2704 4.4051 0.36
H 5.8922 -0.2005 4.4061 0.28
H 3.9328 1.5745 1.7663 -0.72
H 2.9870 1.6457 3.3116 -0.21
H 5.1366 3.5609 2.4282 0.49
H 2.9859 4.1666 4.6105 0.21
H 4.5199 4.9685 4.3888 0.36
H 4.4980 3.3058 4.9160 0.32
H 3.4109 4.8931 1.7061 0.25
H 2.2472 3.9244 2.2895 -0.02
C -3.6821 2.6377 -1.1745 -0.46
O -2.8686 3.3496 -0.2762 -0.33
C -3.4930 4.0917 0.7590 -0.11
C -4.4530 5.2194 0.2547 0.33
C -3.6061 6.3035 -0.5205 -1.25
N -5.1532 5.7612 1.3859 -0.65
H -3.0349 1.8487 -1.6060 -0.11
H -3.8993 3.2882 -2.0259 0.29
H -4.5810 2.2481 -0.6702 0.18
H -4.0238 3.3843 1.4055 -0.33
H -2.7088 4.5159 1.4052 0.35
H -5.2413 4.8443 -0.3829 0.39
H -3.2916 5.7772 -1.4469 0.17
H -2.6984 6.5066 0.0310 0.33
H -4.1853 7.1762 -0.8369 0.39
H -5.8240 5.1504 1.8161 0.23
H -4.4884 6.1531 2.0430 0.27
C -1.7959 3.0698 4.2612 -0.80
C -0.3191 2.7963 4.1868 0.55
C -0.0674 1.3310 4.6584 -0.78
O 0.1565 3.1474 2.9126 -0.37
H -2.3174 2.5441 3.4660 -0.17
H -1.9706 4.1724 4.0591 0.23
H -2.2264 2.7058 5.1991 0.45
H 0.2184 3.4581 4.9186 0.29
H 0.9744 0.9932 4.5195 0.02
H -0.7730 0.7085 4.0833 -0.06
H -0.3336 1.2887 5.7308 0.51
H -0.2379 2.5905 2.2314 0.14
C 1.2773 4.0663 -3.6868 -1.46
C 0.2776 2.9803 -3.9717 2.33
C -1.2024 3.4142 -3.6789 -1.31
O 0.4913 2.5961 -5.2928 -0.50
H 0.9028 4.9683 -4.1906 0.45
H 2.2830 3.8074 -4.0270 0.32
H 1.3105 4.3012 -2.6208 0.26
H 0.5035 2.1218 -3.3386 -1.13
H -1.3923 4.2853 -4.3046 0.45
H -1.1895 3.7223 -2.6427 0.21
H -1.8200 2.5627 -3.8907 0.35
H 0.0240 3.3093 -5.8275 0.37
C 1.2720 2.5743 -0.4215 0.69
C 0.3123 1.3705 -0.1497 0.62
C 0.9842 0.1866 0.6405 0.09
O -0.7740 1.7162 0.6797 0.93
H 0.7946 3.5290 -0.6494 0.52
H 1.8683 2.3057 -1.2860 -0.18
H 1.9771 2.7412 0.4004 -1.26
H -0.0511 0.9553 -1.0841 -0.30
H 0.1558 -0.4833 0.9766 0.07
H 1.5236 0.5797 1.5039 -0.27
H 1.6716 -0.3587 -0.0244 0.13
H -1.4012 2.3370 0.2471 -0.45